The following is a quantum chemistry calculation of a molecular structure, C30H33ClN8O5RhS, from the Open Molecules 2025 dataset.

Properties
Energy relative to the best compared isomer or geometry (same formula, charge and spin) in kcal/mol: 7.07
Orbital gap in eV: 6.342
Total charge: +1

The geometry in XYZ format:
```
79
Properties=species:S:1:pos:R:3:forces:R:3:lowdin_charge:R:1
Rh -0.086 1.195 -2.244 -0.8367 0.1160 0.2195 1.20
N -4.211 0.628 -3.328 -0.0444 -0.0212 0.0158 0.16
C -2.933 0.388 -3.081 0.1354 -0.0275 0.0620 -0.06
N -2.122 1.301 -2.601 -0.0204 -0.0148 0.1500 0.02
C -2.562 2.620 -2.433 0.0116 0.0324 -0.0546 -0.26
N -1.743 3.596 -2.160 0.1520 -0.2140 -0.0772 0.12
N -0.448 3.139 -2.113 -0.1866 -0.1189 -0.3905 -0.14
C 0.541 3.903 -1.857 0.2500 -0.0187 -0.0449 -0.01
C 1.851 3.227 -1.803 -0.2142 0.0701 0.0117 -0.22
C 3.043 3.880 -1.576 0.0992 0.0441 -0.0289 0.01
C 4.226 3.145 -1.593 -0.0218 0.0709 0.0028 -0.02
C 4.181 1.790 -1.852 -0.0328 -0.0403 -0.0244 0.00
C 2.946 1.186 -2.062 0.0602 -0.0100 0.0202 -0.06
N 1.818 1.884 -2.006 0.0982 -0.2311 -0.1571 -0.01
C -3.987 2.879 -2.561 0.0680 0.0115 0.0493 -0.09
C -4.555 4.119 -2.243 0.0245 0.0007 -0.0192 0.00
C -5.911 4.305 -2.378 -0.0272 -0.0150 -0.0246 -0.04
C -6.722 3.260 -2.834 -0.0014 0.0371 0.0149 -0.04
C -6.181 2.035 -3.157 0.0231 -0.0260 -0.0415 0.00
C -4.808 1.851 -3.018 -0.0293 0.0140 -0.0300 -0.16
H -4.769 -0.106 -3.737 0.0029 -0.0460 0.0313 0.18
H -2.515 -0.599 -3.299 -0.0330 0.0653 -0.0535 0.12
H 0.410 4.970 -1.719 0.0478 -0.0139 0.1042 0.14
H 3.045 4.947 -1.401 0.0197 -0.0044 -0.0107 0.13
H 5.174 3.638 -1.422 -0.0135 0.0122 0.0068 0.12
H 5.081 1.193 -1.898 -0.0205 -0.0043 -0.0087 0.13
H 2.841 0.132 -2.283 -0.0060 -0.0977 0.0416 0.12
H -3.909 4.913 -1.897 -0.0099 -0.0063 0.0017 0.12
H -6.353 5.261 -2.135 -0.0021 -0.0123 0.0093 0.12
H -7.788 3.412 -2.934 0.0092 0.0074 -0.0068 0.12
H -6.807 1.226 -3.512 0.0063 0.0073 0.0032 0.13
O 0.083 0.486 -4.187 0.2974 0.2593 0.1482 -0.42
S 0.177 -1.005 -3.764 -0.1004 0.0256 0.1682 0.36
O 1.352 -1.658 -4.241 0.0969 0.1623 -0.1315 -0.27
O 0.310 -0.749 -2.231 -0.1327 -0.1944 -0.1578 -0.48
O -1.082 -1.670 -4.016 0.1059 0.1159 -0.0708 -0.32
C -0.969 -1.166 5.307 0.0079 -0.0065 -0.0058 -0.04
C -0.301 -1.890 4.126 -0.0034 0.0756 0.0824 -0.50
C -1.402 -2.131 3.084 0.0260 -0.0332 -0.0160 -0.03
C 0.216 -3.245 4.634 0.0298 0.0256 -0.0145 -0.03
C 0.904 -1.043 3.595 -0.0050 -0.0835 -0.0957 -0.43
O 1.745 -0.665 4.695 0.0356 -0.0583 0.0465 -0.02
C 1.839 -1.745 2.584 -0.1580 -0.0313 -0.0679 -0.10
C 1.297 -2.578 1.411 0.1542 -0.0228 0.0259 -0.14
C 2.418 -3.006 0.491 0.0642 0.0177 0.0197 -0.22
C 3.479 -3.779 0.958 0.0237 0.0529 0.0580 -0.03
C 4.518 -4.149 0.119 0.0207 -0.0324 0.0245 -0.10
C 4.489 -3.756 -1.210 0.0070 -0.0029 0.0437 -0.67
Cl 5.789 -4.212 -2.268 -0.0075 -0.0038 0.0216 0.67
C 3.429 -3.021 -1.708 0.0356 0.0028 -0.1140 -0.09
C 2.403 -2.645 -0.850 -0.1551 -0.1053 -0.0184 -0.03
C 0.533 0.388 3.154 -0.0787 0.0877 0.1386 -0.03
N -0.091 0.624 1.855 0.0178 -0.1278 0.0274 -0.06
C 0.517 0.802 0.692 0.1105 0.1450 -0.0505 -0.08
N -0.381 1.146 -0.223 -0.0921 -0.1082 0.1963 -0.02
C -1.562 1.136 0.461 0.1142 0.2030 0.0764 -0.14
N -1.417 0.848 1.725 0.0658 -0.0462 -0.0448 0.15
H -1.641 -1.857 5.819 -0.0211 0.0130 -0.0293 0.09
H -1.575 -0.322 4.970 0.0073 -0.0074 0.0180 0.08
H -0.243 -0.802 6.032 -0.0045 -0.0272 0.0130 0.09
H -2.153 -2.788 3.525 -0.0027 0.0124 0.0047 0.10
H -1.054 -2.608 2.171 -0.0116 -0.0110 0.0327 0.07
H -1.907 -1.204 2.819 0.0048 0.0031 -0.0087 0.06
H -0.628 -3.841 4.984 0.0089 0.0067 0.0187 0.09
H 0.894 -3.140 5.486 -0.0049 -0.0023 -0.0105 0.09
H 0.723 -3.824 3.863 -0.0037 0.0042 0.0108 0.08
H 2.007 -1.459 5.173 0.0154 -0.0080 -0.0029 0.10
H 2.471 -2.412 3.174 0.0403 0.0483 0.0258 0.12
H 2.522 -0.977 2.204 0.0194 -0.0253 -0.0196 0.12
H 0.548 -2.047 0.820 -0.0022 0.0520 0.0254 0.10
H 0.816 -3.473 1.807 -0.0981 0.0167 -0.0539 0.11
H 3.499 -4.107 1.992 0.0222 0.0021 -0.0126 0.12
H 5.339 -4.749 0.485 -0.0018 0.0057 0.0015 0.11
H 3.394 -2.778 -2.763 -0.0785 0.0640 0.0207 0.10
H 1.541 -2.119 -1.243 0.1985 0.0266 0.0016 0.08
H 1.462 0.956 3.155 0.0184 -0.0272 0.0232 0.14
H -0.122 0.827 3.901 -0.0377 0.0728 -0.0704 0.13
H 1.581 0.712 0.541 -0.0399 -0.0838 -0.0051 0.15
H -2.517 1.377 0.030 -0.0171 -0.0191 -0.0446 0.12
```
Forces are in eV/Å.

---

The following is a quantum chemistry calculation of 9 unconnected molecules or ions with the total composition C30H33F3N6 in a non-equilibrium geometry, from the Open Molecules 2025 dataset.

Properties
Energy relative to the best compared isomer or geometry (same formula, charge and spin) in kcal/mol: 15.33
Orbital gap in eV: 9.721
Structure (SMILES): Fc1ccccc1.Fc1ccccc1.Fc1ccccc1.CC#N.CC#N.CC#N.CC#N.CC#N.CC#N

The geometry in XYZ format:
```
72
Properties=species:S:1:pos:R:3:forces:R:3:lowdin_charge:R:1
F 18.208 8.436 10.459 0.2246 0.0891 -0.1008 0.06
C 17.069 9.085 10.157 -0.6334 -0.8573 0.0098 -0.29
C 15.871 8.508 10.571 0.2603 0.4629 0.3847 -0.04
C 14.720 9.225 10.340 -0.9888 0.2344 -0.2103 -0.10
C 14.736 10.414 9.629 0.4044 0.9211 -0.5309 -0.10
C 15.931 10.954 9.161 -0.1632 -1.0397 0.5961 -0.08
C 17.108 10.242 9.424 0.3317 1.1853 -0.4125 -0.01
H 15.824 7.596 11.149 0.2973 -0.0474 -0.0404 0.11
H 13.751 8.894 10.701 0.1666 -0.3159 0.0300 0.11
H 13.847 10.989 9.392 -0.2569 -0.3385 0.3274 0.09
H 15.924 11.905 8.647 0.2836 -0.0769 -0.2048 0.06
H 18.045 10.658 9.069 0.1096 -0.1906 0.1508 0.10
F 18.547 5.860 8.414 0.0868 0.3179 0.0690 0.05
C 18.203 4.880 9.268 -0.6118 -0.4746 -0.1854 -0.30
C 18.208 5.095 10.633 0.5813 0.1000 -0.2337 -0.02
C 17.883 4.034 11.468 0.4824 -0.3686 0.1605 -0.09
C 17.580 2.781 10.952 -0.4717 0.2898 -0.3496 -0.08
C 17.487 2.624 9.568 -0.1294 0.0727 0.3740 -0.08
C 17.781 3.679 8.716 -0.0224 -0.2721 0.2054 -0.02
H 18.593 6.032 11.013 -0.2385 0.0674 0.0583 0.11
H 17.987 4.142 12.540 -0.1488 0.1503 0.0075 0.11
H 17.335 1.965 11.616 0.0647 -0.0394 0.0019 0.10
H 17.141 1.686 9.154 0.1107 -0.0400 -0.0204 0.11
H 17.665 3.533 7.651 0.2048 0.2509 -0.0704 0.12
F 16.782 8.443 13.549 -0.3475 -0.0463 -0.2650 0.03
C 16.239 9.575 14.074 0.9172 -0.4142 -0.3095 -0.28
C 16.621 10.785 13.513 -0.0353 0.0813 0.2522 -0.01
C 16.293 11.929 14.210 -0.1687 -0.2556 0.0958 -0.08
C 15.519 11.850 15.373 -0.2627 0.6036 0.0551 -0.09
C 15.125 10.635 15.900 0.4909 -1.1805 -1.0158 -0.07
C 15.520 9.451 15.227 -0.3140 0.9761 0.9543 -0.02
H 17.202 10.843 12.604 0.0827 -0.2469 0.0344 0.11
H 16.700 12.872 13.870 -0.3361 0.1574 -0.0149 0.10
H 15.198 12.786 15.816 0.1361 -0.0941 0.2664 0.10
H 14.571 10.482 16.813 -0.1163 0.5088 0.0868 0.10
H 15.353 8.488 15.688 -0.0673 -0.1078 -0.2051 0.11
C 14.367 5.270 12.824 0.5968 -0.3581 0.1900 -0.07
C 14.112 4.101 13.665 0.0871 -0.0269 -0.1710 -0.28
N 13.976 3.174 14.328 -0.0830 -0.0013 0.0326 0.12
H 14.076 5.079 11.793 -0.4215 0.1560 0.0786 0.07
H 15.450 5.410 12.800 -0.0335 0.1612 0.1070 0.06
H 13.904 6.143 13.276 -0.1279 0.0985 -0.2985 0.08
C 12.917 14.090 8.865 -0.0446 0.4895 -0.0773 -0.06
C 13.173 15.343 8.153 -0.3319 -0.4217 0.5443 -0.28
N 13.332 16.332 7.603 0.1914 0.5008 -0.3765 0.14
H 13.562 13.341 8.410 -0.1774 -0.2509 0.2041 0.06
H 11.854 13.861 8.791 0.0843 -0.2540 -0.2658 0.09
H 13.114 14.215 9.929 0.2730 -0.0203 -0.0613 0.08
C 20.805 10.422 5.843 0.2676 0.1197 0.3896 -0.07
C 20.323 11.373 6.844 -0.0522 -0.0227 0.1994 -0.28
N 19.962 12.088 7.669 0.0061 -0.1000 -0.1939 0.13
H 20.464 10.711 4.854 -0.0392 -0.1332 -0.0531 0.08
H 20.483 9.419 6.116 -0.2104 0.0149 -0.1628 0.08
H 21.895 10.415 5.875 -0.0094 0.0929 -0.1429 0.08
C 16.073 16.108 5.609 -0.4806 -0.1228 0.4285 -0.06
C 16.078 14.972 6.533 0.2982 0.3806 -0.1605 -0.26
N 16.106 14.094 7.270 -0.1353 -0.2139 0.0871 0.15
H 16.689 16.919 5.990 0.2369 -0.1492 -0.0224 0.09
H 15.052 16.493 5.590 0.0001 -0.0709 -0.2161 0.06
H 16.397 15.780 4.627 0.0169 0.1150 -0.0658 0.08
C 15.984 14.195 10.685 0.1982 0.4871 -0.0644 -0.08
C 15.614 15.107 11.765 -0.2001 -0.5587 -0.1606 -0.29
N 15.357 15.796 12.641 -0.1177 0.2914 0.2660 0.13
H 17.035 13.956 10.846 -0.0053 -0.2029 -0.3152 0.09
H 15.859 14.708 9.731 0.2158 -0.0501 -0.0264 0.05
H 15.391 13.286 10.643 -0.0256 -0.0072 0.3576 0.06
C 14.787 6.470 8.047 -0.1849 0.2062 0.3239 -0.06
C 13.499 6.118 8.650 0.5518 -0.3928 -0.5446 -0.28
N 12.502 5.836 9.136 -0.3415 -0.0048 0.2587 0.13
H 15.593 6.073 8.664 0.0153 0.2483 0.1293 0.06
H 14.786 7.560 8.039 0.5121 -0.0141 -0.1106 0.07
H 14.954 6.084 7.045 -0.4523 -0.0485 -0.0579 0.09
```
Forces are in eV/Å.

---

Q: The highest orbital gap belongs to which entry?
A: C30H33F3N6

---

Q: Which formula does entry 1 have?
A: C30H33ClN8O5RhS